# C20H55InN3Na4O15PS

A molecular structure, C20H55InN3Na4O15PS at a distorted geometry (the ωB97M-V functional and the def2-TZVPD basis, the OMol25 dataset).

Atoms and positions in Å:
C: 4.399 -4.361 -0.896
H: 1.182 2.527 -2.125
C: -0.283 3.930 -2.428
H: 6.176 1.033 1.220
H: 6.287 -3.347 -0.530
C: 0.397 2.960 -1.504
O: 1.230 -2.444 -1.106
H: 1.446 4.609 -0.461
C: 5.884 0.732 0.214
H: 6.293 -0.263 0.035
H: -4.983 -2.202 -0.950
N: -0.570 1.929 -1.159
O: -0.472 -1.258 -1.833
H: 2.039 4.077 2.168
H: 2.208 2.048 4.528
C: -2.143 3.745 1.792
H: 2.861 2.600 2.335
H: -8.368 0.166 -1.770
O: 0.195 -2.725 4.081
H: 2.438 1.092 -3.514
O: 1.314 -2.525 2.004
P: -0.055 -2.981 2.566
Na: 1.498 -4.765 1.014
H: 3.457 3.870 1.143
C: 4.414 0.632 0.044
O: -0.667 -3.608 -1.660
Na: 2.289 -1.714 4.350
O: 1.811 2.774 0.569
C: 4.143 0.215 -1.387
H: -6.932 1.195 -1.998
O: 0.644 -2.662 -3.465
H: 6.290 1.374 -0.568
H: 3.929 -4.702 -1.818
H: -1.106 3.811 2.120
O: -6.723 -0.651 -0.857
C: -7.467 0.556 -1.296
H: 2.776 -0.580 -3.397
H: -8.038 1.152 -0.584
H: -3.282 -1.738 -5.243
Na: -1.971 -3.393 0.419
H: -0.938 1.641 -2.054
H: -3.146 -0.668 -0.839
H: 1.143 0.120 -2.823
C: 1.040 1.055 6.109
O: 2.764 0.483 -1.545
H: -1.888 -2.134 -4.327
H: -2.729 4.538 2.257
C: 0.990 3.675 -0.131
H: -1.898 -0.562 -5.153
N: 3.850 -0.324 1.021
C: 1.254 1.525 4.604
H: 3.994 -1.321 0.939
In: 0.797 -0.101 0.600
H: 3.989 1.615 0.248
H: 0.431 4.633 -2.857
H: 1.704 0.234 6.378
H: 0.019 0.833 6.421
H: 0.510 2.294 4.394
H: -4.094 -0.273 -3.565
H: 3.012 -3.160 -0.944
H: -1.578 -0.486 -2.420
H: -5.048 0.492 -0.742
C: -5.005 -2.458 1.250
H: 4.571 -5.312 -0.391
H: -1.008 4.568 -1.921
O: -1.861 1.174 1.645
C: -5.492 -0.357 -0.222
O: 3.530 -3.525 -0.223
C: -4.733 -1.656 -0.040
H: -2.085 4.102 0.764
H: 4.136 -0.871 -1.471
H: 0.219 4.023 0.557
C: -2.712 2.287 1.899
H: -5.743 0.031 0.765
O: -0.966 -1.865 1.947
H: 1.337 1.796 6.851
H: -2.985 2.243 2.953
H: 4.774 0.644 -2.166
O: -2.315 0.069 -2.685
C: -3.157 -0.770 -3.317
H: -4.709 -1.837 2.095
H: -3.276 -1.537 -2.551
H: -3.260 -0.466 0.675
O: 1.081 0.579 3.598
N: -3.325 -1.209 -0.005
H: -4.626 -3.475 1.347
O: -0.474 -4.389 2.059
H: -3.571 2.136 1.245
H: -0.835 3.357 -3.173
C: 2.226 0.218 -2.898
S: 0.156 -2.504 -2.077
C: -2.511 -1.288 -4.618
H: 4.460 -0.175 1.811
C: 5.717 -3.721 -1.381
H: 6.277 -4.381 -2.044
H: 5.542 -2.887 -2.061
H: -1.454 2.137 -0.717
H: -6.049 -2.602 1.529
C: 2.607 3.351 1.587
Na: -1.199 -0.648 3.760

Calculated values
HOMO energy   -7.85 eV
Total charge   0